(1)
C4H7NO2 | ωB97M-V with the def2-TZVPD basis set

The geometry in ORCA input format:
```
! RIJCOSX wB97M-V def2-TZVPD def2/J DEFGRID3
* xyz 0 1
O 3.18 0.35 -0.71
C 2.29 0.13 0.07
C 0.87 0.56 -0.07
C -0.02 -0.68 0.22
C -1.41 -0.57 -0.38
N -2.25 0.35 0.20
O -1.76 -1.32 -1.25
H 2.50 -0.47 0.97
H 0.47 1.43 0.46
H 0.73 0.95 -1.09
H 0.48 -1.53 -0.23
H -0.13 -0.83 1.29
H -1.92 1.01 0.89
H -3.03 0.62 -0.36
*
```

Summary:
Structure (SMILES)   NC(=O)CCC=O

---

(2)
C4H7NO2 | ωB97M-V with the def2-TZVPD basis set

The geometry in ORCA input format:
```
! RIJCOSX wB97M-V def2-TZVPD def2/J DEFGRID3
* xyz 0 1
C 1.41 -1.07 -0.34
C 0.14 -0.33 -0.05
N -1.01 -0.88 0.02
O -0.94 -2.25 -0.18
C 0.20 1.14 0.23
C -1.00 1.98 0.22
O -0.39 1.59 1.44
H 1.24 -1.86 -1.08
H 2.19 -0.39 -0.70
H 1.77 -1.54 0.57
H -1.87 -2.52 -0.11
H 1.16 1.60 0.01
H -0.92 3.03 -0.03
H -1.96 1.49 0.01
*
```

Summary:
Structure (SMILES)   C/C(=N\O)[C@H]1CO1

---

One value per record, in order, for electronic energy: -9846.454 -9843.671 eV.
One value per record, in order, for ΔE to the lowest compared entry with this formula, charge and spin: 19.03 83.22 kcal per mole.
One value per record, in order, for Kohn-Sham gap: 10.62 10.48 eV.